No. 1
Here is C14H10Cl3GeN3O3STi as an isolated structure from the Open Molecules 2025 dataset. Energies are from ωB97M-V/def2-TZVPD.

XYZ file:
```
36
Properties=species:S:1:pos:R:3:forces:R:3
Ge 3.863 -3.058 -0.261 0.140 0.080 -0.023
Ti 0.738 -1.293 0.071 0.086 0.290 -0.282
Cl 3.319 -1.215 1.095 0.060 -0.107 -0.020
Cl 5.657 -2.085 -1.280 -0.071 -0.047 0.048
Cl 2.277 -2.338 -1.843 0.023 0.081 -0.043
S 0.571 -2.854 2.325 -0.005 -0.261 0.131
O 1.039 -3.462 1.043 0.146 -0.123 0.046
O -0.677 -2.313 -0.784 -0.066 -0.313 0.388
O 1.433 0.501 -0.524 -0.196 -0.175 0.122
N -0.571 1.439 0.099 -0.077 -0.142 -0.015
N -0.923 0.099 0.151 0.166 0.223 -0.029
N 0.309 -1.406 2.222 -0.128 0.155 -0.170
C -2.375 -3.880 -0.284 -0.048 -0.083 -0.008
C -1.850 -2.582 -0.252 -0.084 0.378 -0.048
C 2.629 2.965 -0.773 -0.005 0.005 0.006
C -3.616 -4.154 0.260 0.079 -0.052 -0.056
C 3.215 4.213 -0.931 0.009 0.008 -0.002
C -2.151 -0.185 0.354 -0.033 -0.159 -0.010
C -4.385 -3.148 0.840 -0.031 0.097 0.036
C 1.120 5.267 -0.407 -0.002 -0.004 0.000
C 2.463 5.364 -0.750 -0.002 0.004 0.003
C 0.531 4.023 -0.248 0.008 0.004 -0.005
C 0.678 1.517 -0.269 0.008 0.111 -0.052
C 1.284 2.866 -0.432 -0.008 0.012 0.025
C -3.888 -1.858 0.867 -0.049 -0.084 -0.007
C -2.630 -1.558 0.345 0.018 0.053 -0.049
H 0.530 6.164 -0.263 0.001 0.001 0.000
H -2.863 0.621 0.523 0.046 0.045 0.009
H -5.356 -3.373 1.261 0.000 0.007 0.001
H 3.200 2.056 -0.906 -0.006 -0.007 -0.001
H -1.773 -4.656 -0.739 0.010 0.003 0.006
H -0.512 3.928 0.019 0.001 -0.006 0.001
H -3.994 -5.169 0.230 0.002 0.000 0.001
H 2.921 6.338 -0.873 0.004 -0.002 -0.001
H 4.262 4.284 -1.195 0.000 0.000 0.000
H -4.474 -1.058 1.306 0.003 0.008 0.000
```
Positions in Å, forces in eV/Å.

Summary:
LUMO energy (alpha / beta), eV: 2.523 / 2.580
Net charge: -1
E, a.u.: -5634.968853
2S+1: 2
HOMO energy (alpha / beta), eV: -4.62 / -5.50
Kohn-Sham gap (alpha / beta), eV: 7.1 / 8.1

So, what does the natural (NBO) scheme give us? The charges, in e, come out as: Ge 0.9167; Ti 1.4383; Cl -0.4908; Cl -0.5803; Cl -0.4716; S 1.3774; O -0.9456; O -0.7509; O -0.7460; N -0.4144; N -0.3080; N -1.0062; C -0.2822; C 0.3606; C -0.1950; C -0.1863; C -0.2200; C 0.1065; C -0.2835; C -0.2277; C -0.2141; C -0.1979; C 0.5489; C -0.0303; C -0.1742; C -0.1312; H 0.2031; H 0.1857; H 0.2027; H 0.2473; H 0.2238; H 0.2329; H 0.2022; H 0.2020; H 0.2083; H 0.1996



No. 2
Here is a 11-piece molecular cluster, C41H59N5O11 overall in a non-equilibrium geometry from the Open Molecules 2025 dataset. Energies are from ωB97M-V/def2-TZVPD.

XYZ file:
```
116
Properties=species:S:1:pos:R:3:forces:R:3
O -24.312 -23.664 -24.083 -1.011 -3.601 2.828
O -19.422 -31.769 -17.898 -1.177 2.489 2.642
O -19.806 -30.793 -15.896 1.685 -3.057 -1.716
O -17.045 -29.796 -19.862 -2.273 -1.021 -0.542
O -16.798 -27.533 -21.645 -0.379 -0.676 -0.116
O -15.926 -25.623 -22.151 1.982 2.842 -1.746
O -25.126 -29.786 -25.550 0.819 -0.950 2.018
O -26.078 -24.516 -23.001 0.514 -0.863 1.139
O -23.572 -29.921 -23.986 2.178 0.687 0.305
O -20.865 -23.500 -21.309 1.642 -0.406 -3.863
O -19.720 -22.437 -22.964 -0.931 1.787 2.652
N -18.848 -30.412 -24.515 0.814 -0.777 1.448
N -20.640 -22.215 -16.657 -1.879 0.299 -0.495
N -17.523 -28.267 -15.144 -0.303 -1.632 -0.810
N -23.750 -21.695 -18.417 -1.229 -0.391 -0.366
N -20.128 -28.642 -19.736 0.855 -2.313 -0.704
C -24.753 -22.476 -20.219 0.547 -0.199 -0.557
C -18.924 -24.088 -24.362 1.341 -0.058 1.665
C -20.424 -27.416 -19.383 0.305 0.470 0.958
C -19.272 -31.735 -16.523 -1.204 4.059 0.838
C -20.324 -23.507 -22.445 -0.314 -0.097 1.698
C -21.751 -22.992 -16.405 1.106 -1.128 0.810
C -24.761 -30.195 -24.451 -3.159 0.725 -3.896
C -18.329 -32.834 -16.019 -2.173 1.313 -0.958
C -23.469 -30.235 -22.622 -0.794 -0.096 0.970
C -18.813 -32.841 -18.477 1.174 -0.635 -0.917
C -16.865 -24.172 -20.597 -0.712 -0.417 0.428
C -21.588 -24.118 -17.208 -3.322 -0.290 1.310
C -17.565 -26.444 -16.350 -1.884 0.057 -0.609
C -21.199 -27.736 -21.421 -0.409 1.418 -0.366
C -24.027 -25.673 -22.632 -1.369 -1.001 1.253
C -26.433 -25.582 -22.040 1.811 -0.808 -1.961
C -20.534 -28.951 -21.054 -0.136 2.510 2.488
C -17.205 -25.660 -20.205 0.859 1.804 -0.155
C -18.206 -31.395 -25.219 -0.530 0.521 -1.492
C -23.610 -22.627 -19.465 -1.510 2.272 1.004
C -24.759 -24.557 -23.306 0.686 4.429 -3.193
C -25.048 -21.057 -18.505 4.346 -0.244 1.037
C -15.724 -24.273 -21.572 0.305 -1.302 0.625
C -25.217 -26.625 -22.256 -0.764 1.385 -0.253
C -16.255 -26.661 -15.945 1.259 -1.279 0.305
C -19.042 -22.571 -24.159 -0.778 -0.946 -2.147
C -20.190 -30.743 -24.402 0.516 0.850 -0.236
C -16.776 -29.172 -18.641 2.257 -0.344 0.129
C -25.591 -30.956 -23.448 -0.851 -0.069 -0.862
C -20.401 -31.740 -25.298 -0.993 -1.207 -0.841
C -16.234 -27.888 -15.274 -0.026 1.730 0.560
C -18.232 -33.624 -17.306 1.655 -2.994 -0.402
C -20.093 -22.691 -17.787 2.929 0.823 -0.502
C -16.640 -26.366 -21.390 -0.995 -2.080 0.912
C -24.952 -30.531 -22.192 2.629 -0.793 0.613
C -21.183 -26.779 -20.376 0.226 -1.651 -2.391
C -18.360 -27.516 -15.941 1.030 0.478 1.515
C -25.566 -21.405 -19.682 -1.161 -1.308 -0.036
C -20.062 -24.627 -23.464 -0.745 0.325 -0.304
C -19.174 -32.147 -25.857 1.694 0.016 1.022
C -20.613 -23.907 -18.141 1.676 0.718 -0.354
H -17.396 -32.353 -15.724 -0.046 -0.136 0.032
H -17.753 -23.798 -21.107 0.041 0.638 0.380
H -21.330 -32.189 -25.619 -0.200 0.170 0.454
H -16.557 -28.114 -18.786 -0.038 0.019 0.333
H -19.907 -25.547 -22.901 0.222 -0.129 -0.445
H -25.312 -20.334 -17.748 -0.124 -0.064 -0.188
H -17.187 -33.918 -17.407 0.349 0.728 -0.637
H -24.817 -31.427 -21.587 -0.876 0.795 1.253
H -15.451 -28.353 -14.693 -0.028 -0.035 -0.206
H -22.290 -24.938 -17.199 -0.051 -0.041 0.052
H -24.864 -23.109 -21.087 -0.502 0.518 -0.251
H -19.245 -22.121 -18.134 0.053 -0.323 -0.495
H -18.888 -24.360 -25.417 -0.272 -0.247 0.305
H -22.479 -22.736 -15.649 0.204 -0.253 0.067
H -19.668 -22.254 -24.994 -0.331 0.586 0.143
H -17.460 -29.325 -17.807 -0.935 -0.030 -0.690
H -18.011 -24.396 -23.853 0.414 -0.267 -0.432
H -18.267 -25.881 -20.096 0.117 0.157 0.033
H -19.550 -29.239 -19.163 0.178 -0.330 -0.001
H -18.874 -32.956 -26.506 -0.651 -0.002 -0.107
H -27.375 -25.972 -22.427 0.034 -0.025 0.472
H -18.870 -33.195 -15.144 0.415 -0.651 -0.086
H -18.174 -21.912 -24.184 0.239 -0.529 0.336
H -15.361 -26.075 -16.103 -0.243 0.170 -0.120
H -26.659 -30.740 -23.480 0.168 0.452 -0.350
H -18.580 -34.654 -17.381 -1.001 0.094 0.903
H -18.040 -32.473 -19.152 0.167 -0.011 -0.061
H -22.751 -31.033 -22.433 -0.197 -0.461 -0.368
H -23.090 -29.397 -22.035 -0.063 0.375 -0.331
H -25.573 -32.030 -23.629 0.530 -0.058 -0.055
H -21.481 -25.740 -20.374 -0.195 -0.013 -0.186
H -18.292 -29.754 -23.988 -0.525 -0.006 0.240
H -15.584 -23.469 -22.294 -0.573 -0.499 -0.426
H -25.399 -27.228 -23.145 -0.367 -0.300 0.245
H -20.853 -30.294 -23.678 0.005 0.335 -0.481
H -16.370 -29.674 -20.534 0.130 0.516 0.335
H -19.595 -33.270 -19.104 0.280 -0.946 0.207
H -20.231 -24.546 -18.923 -0.183 0.213 -0.005
H -20.324 -29.891 -21.541 0.026 0.095 0.038
H -19.411 -27.758 -15.899 0.003 0.370 -0.254
H -23.072 -21.591 -17.676 -0.367 0.005 -0.157
H -20.406 -21.320 -16.251 -0.220 -0.175 -0.116
H -17.993 -25.564 -16.809 0.218 0.053 -0.247
H -17.779 -29.118 -14.662 -0.264 0.091 -0.240
H -22.695 -23.164 -19.669 -0.184 0.034 0.219
H -16.666 -25.963 -19.307 -0.100 -0.127 0.043
H -23.236 -26.119 -23.235 -0.196 0.188 -0.033
H -23.654 -25.334 -21.665 0.463 0.499 -0.168
H -20.928 -24.708 -24.122 -0.495 -0.238 0.375
H -25.309 -29.557 -21.856 -0.520 -0.675 0.771
H -25.107 -27.217 -21.347 0.316 -0.107 -0.191
H -14.799 -24.282 -20.994 0.242 -0.380 -0.184
H -16.471 -23.574 -19.775 -0.906 0.219 0.141
H -17.133 -31.413 -25.346 -0.098 0.202 0.017
H -15.903 -29.719 -18.285 0.586 0.671 0.556
H -21.551 -27.535 -22.422 -0.234 -0.145 0.060
H -26.485 -25.216 -21.015 -0.029 0.201 -0.184
H -26.548 -20.995 -19.863 -0.040 -0.494 -0.969
H -19.995 -26.991 -18.488 -0.177 -0.075 0.272
```
Positions in Å, forces in eV/Å.

Summary:
LUMO energy (alpha / beta), eV: -2.773 / -6.902
Net charge: +1
E, a.u.: -2698.668045
2S+1: 2
HOMO energy (alpha / beta), eV: -9.76 / -9.76
Kohn-Sham gap (alpha / beta), eV: 7.0 / 2.9

Here are the Löwdin charges for atoms 1 to 99, given in e: O 0.0596; O -0.0169; O 0.0485; O -0.1409; O 0.0916; O 0.0714; O 0.1090; O 0.0033; O 0.0377; O 0.0431; O 0.0351; N 0.0048; N 0.0341; N 0.0026; N 0.0167; N 0.1216; C -0.0932; C -0.1145; C -0.0174; C -0.3907; C -0.3976; C -0.1305; C -0.4911; C -0.0453; C -0.1683; C -0.1957; C -0.1198; C -0.1406; C -0.1414; C -0.0199; C -0.0813; C -0.0740; C 0.1079; C -0.0393; C -0.1329; C -0.1104; C -0.4572; C -0.1146; C -0.0963; C -0.1156; C -0.1087; C -0.1679; C -0.1443; C -0.1602; C -0.0892; C -0.1157; C -0.1237; C -0.1460; C -0.1489; C -0.5699; C -0.1326; C 0.0331; C -0.1380; C -0.1122; C -0.0573; C -0.0934; C -0.1474; H 0.1308; H 0.1036; H 0.1004; H 0.0621; H 0.0991; H 0.1052; H 0.1160; H 0.1249; H 0.1142; H 0.1005; H 0.0627; H 0.1172; H 0.1254; H 0.1176; H 0.1303; H 0.0603; H 0.0960; H 0.1004; H 0.1446; H 0.0986; H 0.1225; H 0.1353; H 0.1363; H 0.0955; H 0.1366; H 0.1206; H 0.1197; H 0.1178; H 0.0857; H 0.1380; H 0.0936; H 0.1378; H 0.1325; H 0.1074; H 0.0635; H 0.0769; H 0.1323; H 0.0634; H 0.1331; H 0.1056; H 0.0903; H 0.1602



No. 3
Here is a 2-piece molecular cluster, CH6IN3 overall in a non-equilibrium geometry from the Open Molecules 2025 dataset. Energies are from ωB97M-V/def2-TZVPD.

XYZ file:
```
11
Properties=species:S:1:pos:R:3:forces:R:3
I -2.929 -0.496 -0.128 0.538 1.127 -0.078
N 0.059 0.085 0.710 0.047 -0.202 0.034
N -0.198 1.301 0.410 -1.479 -0.072 -2.555
N -2.072 1.423 -0.358 0.508 -0.832 1.625
C 0.575 -0.791 -0.306 3.890 1.218 2.485
H -0.282 -0.532 1.419 -1.104 0.900 1.344
H 0.310 -0.552 -1.251 -1.218 0.984 -2.940
H -0.433 2.004 1.081 -0.353 -0.455 1.158
H 1.717 -0.583 -0.223 -1.546 -1.334 -0.497
H -1.904 1.441 -1.350 0.399 -0.059 -0.622
H 0.208 -1.749 -0.052 0.318 -1.275 0.046
```
Positions in Å, forces in eV/Å.

Summary:
LUMO energy (alpha / beta), eV: 0.199 / 0.199
Net charge: 0
E, a.u.: -503.494471
2S+1: 1
HOMO energy (alpha / beta), eV: -8.09 / -8.09
Kohn-Sham gap (alpha / beta), eV: 8.3 / 8.3

So, what does the natural (NBO) scheme give us? The charges, in e, come out as: I 0.1527; N -0.3463; N -0.2608; N -0.8145; C -0.4131; H 0.3665; H 0.2091; H 0.3794; H 0.1961; H 0.3233; H 0.2077